# C5H3F

The molecule C5H3F (ωB97M-V with the def2-TZVPD basis set, OMol25).

The geometry in XYZ format:
```
9
Properties=species:S:1:pos:R:3:forces:R:3
F -3.3822 -0.3283 -0.1767 1.032 0.089 -0.267
C -2.0969 -0.1671 -0.0336 0.542 -0.107 1.654
C 0.3490 0.2695 0.6234 2.619 -0.619 0.499
C -0.9931 -0.0715 0.4881 -3.570 -0.138 -1.630
C 0.8665 1.3302 -0.3012 0.239 0.111 -0.564
C 1.2658 -0.0739 -0.5203 0.006 1.255 1.906
H 0.9114 -0.7059 -1.2184 -2.018 -1.365 -2.901
H 0.8325 0.2057 1.5888 -0.297 0.337 0.343
H 2.2470 -0.4589 -0.4502 1.445 0.438 0.959
```
Positions in Å, forces in eV/Å.

gap between HOMO and LUMO (alpha / beta)	8.07 / 8.07	eV
relative energy (zero: lowest compared OMol25 entry of this formula, charge and spin)	396.5	kJ/mol
E_LUMO (alpha / beta)	-0.89 / -0.89	eV
multiplicity	1
DFT total energy	-7943.015	eV
highest occupied orbital energy (alpha / beta)	-8.96 / -8.96	eV